1.
Here is a 6-piece molecular cluster, H12O6 overall from the Open Molecules 2025 dataset. Energies are from wB97M-V/def2-TZVPD.

Summary:
Electronic energy in eV: -12479.74366
Relative energy (zero: lowest compared OMol25 entry of this formula, charge and spin) in kJ/mol: 132.2

The geometry in XYZ format:
```
18
Properties=species:S:1:pos:R:3:forces:R:3:mulliken_charge:R:1
H -1.2825 1.6558 -3.0415 -0.05 0.16 -0.22 0.371
H 1.0818 1.2966 3.5307 -0.01 -0.04 -0.15 0.325
H -0.7529 -0.3187 -3.2564 -0.08 -0.30 -0.01 0.334
O 1.1277 1.2708 2.5644 0.07 0.44 0.11 -0.696
H 1.0123 -1.8834 0.4604 -0.06 -0.02 -0.06 0.338
H 0.5353 0.7344 0.6504 -0.01 -0.28 0.00 0.329
H -2.0186 -0.4263 -4.1121 -0.01 -0.09 0.12 0.320
O 0.3538 0.0987 -0.0564 -0.07 0.16 0.00 -0.635
H 0.0437 -0.3763 3.1233 -0.09 -0.37 0.05 0.359
H 0.3929 -3.2227 0.8540 0.06 0.06 0.01 0.312
H -0.4739 0.3944 -0.4525 0.05 -0.12 0.05 0.328
O -1.7003 -0.5058 -3.2044 0.19 0.25 -0.04 -0.679
O 1.2366 -2.8054 0.6520 -0.05 0.08 0.03 -0.634
O -0.8102 2.3364 -3.5426 0.01 -0.10 0.14 -0.640
H 1.2670 2.1909 2.3050 0.03 -0.11 0.06 0.299
H 0.7251 -1.3843 4.0529 -0.10 -0.06 -0.13 0.321
O -0.1287 -0.9795 3.8617 0.13 0.26 -0.01 -0.646
H -0.6089 1.9244 -4.3889 -0.02 0.10 0.03 0.296
```
Forces are in eV/Å.

2.
Here is a 6-piece molecular cluster, H13NO5 overall in a non-equilibrium geometry from the Open Molecules 2025 dataset. Energies are from wB97M-V/def2-TZVPD.

Summary:
Electronic energy in eV: -11939.29849
Relative energy (zero: lowest compared OMol25 entry of this formula, charge and spin) in kJ/mol: 55.6

The geometry in XYZ format:
```
19
Properties=species:S:1:pos:R:3:forces:R:3:mulliken_charge:R:1
H -1.7617 -0.5043 -1.6530 0.61 -0.05 -0.14 0.247
O -0.6915 2.5728 -0.4010 -0.81 0.56 -0.29 -0.632
O 1.0913 -0.8305 -2.2190 -0.04 -0.01 -0.08 -0.744
H 1.7172 -2.2212 0.4671 -0.34 -0.54 0.24 0.305
H -0.2322 -0.3702 -1.1611 -0.76 -0.21 -0.63 0.397
H 1.6799 -1.0480 -1.4519 0.00 0.14 -0.23 0.420
H -0.0272 -0.0805 1.7278 0.02 -0.09 -0.44 0.256
H -1.7849 -0.6318 0.7368 0.62 -0.50 0.18 0.321
H -0.7142 3.3744 -0.9474 0.29 -0.24 0.23 0.302
O -1.1836 -0.3810 -0.8944 -0.33 0.36 0.48 -0.573
H -1.6405 2.3639 -0.3222 0.63 -0.24 0.06 0.297
H 1.9097 -0.7061 0.7349 -0.39 -0.22 -0.34 0.490
H -2.6410 -1.3013 1.7571 -0.86 -0.41 0.57 0.311
O 2.1539 -1.4534 0.1200 0.81 0.51 -0.08 -0.787
O -1.7330 -1.0855 1.6118 0.17 0.61 -0.55 -0.694
N 0.8005 0.4503 1.4519 -0.18 -0.32 0.90 -0.691
H 0.4787 1.2095 0.8629 0.04 0.22 0.11 0.210
H 1.4855 -0.1558 -2.7793 0.22 -0.10 0.26 0.302
H 1.0934 0.7987 2.3590 0.30 0.52 -0.25 0.263
```
Forces are in eV/Å.

3.
Here is a 6-piece molecular cluster, H13O6 overall in a non-equilibrium geometry from the Open Molecules 2025 dataset. Energies are from wB97M-V/def2-TZVPD.

Summary:
Net charge: +1
Electronic energy in eV: -12487.81982
Relative energy (zero: lowest compared OMol25 entry of this formula, charge and spin) in kJ/mol: 261.0

The geometry in XYZ format:
```
19
Properties=species:S:1:pos:R:3:forces:R:3:mulliken_charge:R:1
H 0.0383 0.2520 -0.7043 1.03 0.52 0.33 0.447
H 3.8922 -1.8351 -0.4886 0.07 -0.09 0.25 0.321
O 0.8121 0.7980 3.0886 0.03 -0.08 -0.43 -0.645
O 3.9809 -1.7127 -1.4337 -0.38 0.03 -0.10 -0.647
H 0.7143 0.1052 3.7418 0.03 -0.20 0.21 0.326
H -0.8330 -4.2020 -3.1496 0.00 -0.03 -0.29 0.328
H -0.6307 -1.1149 -1.1554 -0.01 -1.17 -0.09 0.439
H 1.2303 4.4641 0.0671 0.18 0.13 0.19 0.324
H 0.2355 4.3911 -1.0717 -0.12 0.19 -0.18 0.324
O -3.5385 1.2273 1.7947 0.39 -0.20 -0.28 -0.645
H -0.6757 -5.0468 -1.9032 0.06 -0.24 0.16 0.327
H 0.3034 1.5300 3.4372 -0.10 0.24 0.11 0.323
O -0.7396 -0.1639 -1.0832 0.04 0.51 -0.61 -0.372
H 4.8889 -1.4353 -1.5556 0.26 0.08 -0.11 0.327
H -1.5130 0.1033 -0.5811 -1.02 0.13 0.56 0.445
H -3.7449 2.1572 1.8884 -0.03 0.29 0.06 0.329
O 0.8463 3.8562 -0.5647 -0.13 -0.43 -0.03 -0.641
O -0.8825 -4.1588 -2.1946 -0.04 0.49 0.18 -0.639
H -4.3843 0.7851 1.8682 -0.25 -0.16 0.08 0.329
```
Forces are in eV/Å.

What did the first record say?
Here is a 6-piece molecular cluster, H12O6 overall from the Open Molecules 2025 dataset. Energies are from wB97M-V/def2-TZVPD.

Summary:
Electronic energy in eV: -12479.74366
Relative energy (zero: lowest compared OMol25 entry of this formula, charge and spin) in kJ/mol: 132.2

The geometry in XYZ format:
```
18
Properties=species:S:1:pos:R:3:forces:R:3:mulliken_charge:R:1
H -1.2825 1.6558 -3.0415 -0.05 0.16 -0.22 0.371
H 1.0818 1.2966 3.5307 -0.01 -0.04 -0.15 0.325
H -0.7529 -0.3187 -3.2564 -0.08 -0.30 -0.01 0.334
O 1.1277 1.2708 2.5644 0.07 0.44 0.11 -0.696
H 1.0123 -1.8834 0.4604 -0.06 -0.02 -0.06 0.338
H 0.5353 0.7344 0.6504 -0.01 -0.28 0.00 0.329
H -2.0186 -0.4263 -4.1121 -0.01 -0.09 0.12 0.320
O 0.3538 0.0987 -0.0564 -0.07 0.16 0.00 -0.635
H 0.0437 -0.3763 3.1233 -0.09 -0.37 0.05 0.359
H 0.3929 -3.2227 0.8540 0.06 0.06 0.01 0.312
H -0.4739 0.3944 -0.4525 0.05 -0.12 0.05 0.328
O -1.7003 -0.5058 -3.2044 0.19 0.25 -0.04 -0.679
O 1.2366 -2.8054 0.6520 -0.05 0.08 0.03 -0.634
O -0.8102 2.3364 -3.5426 0.01 -0.10 0.14 -0.640
H 1.2670 2.1909 2.3050 0.03 -0.11 0.06 0.299
H 0.7251 -1.3843 4.0529 -0.10 -0.06 -0.13 0.321
O -0.1287 -0.9795 3.8617 0.13 0.26 -0.01 -0.646
H -0.6089 1.9244 -4.3889 -0.02 0.10 0.03 0.296
```
Forces are in eV/Å.

> Which of these has the highest electronic energy?

H13NO5

> The lowest relative energy (zero: lowest compared OMol25 entry of this formula, charge and spin) belongs to which entry?

H13NO5

> Which of these has the lowest electronic energy?

H13O6